No. 1
An isolated ion of composition C11H17N2O and charge +1 at a distorted geometry, computed with ωB97M-V with the def2-TZVPD basis set.

Values from the calculation:
- HOMO (eV) = -11.861
- net charge = +1
- electronic energy (Ha) = -613.8099
- frontier orbital gap (Ha) = 0.332
- energy above the lowest of the compared OMol25 structures with the same formula, charge and spin (eV) = 2.124
- LUMO energy (eV) = -2.82

Each line ends with the Löwdin charge.
Element x y z (Å)
C1 2.887 1.399 0.474  -0.0805
C2 2.433 1.294 -0.894  -0.0565
C3 2.085 0.978 1.457  -0.0520
C4 1.268 0.685 -1.136  -0.0474
C5 0.811 0.220 1.232  -0.1275
C6 0.637 -0.292 -0.189  -0.2785
C7 -3.078 0.864 0.205  -0.0905
C8 -1.721 1.165 -0.512  -0.0920
C9 -3.143 -0.732 0.141  -0.0706
C10 -0.932 -0.186 -0.542  -0.2220
C11 1.283 -1.749 -0.348  -0.4642
N1 2.578 -1.869 -0.581  0.2504
N2 -1.695 -1.201 0.247  0.0840
O1 0.533 -2.675 -0.280  0.0779
H1 3.845 1.778 0.676  0.0986
H2 2.928 1.904 -1.548  0.0906
H3 2.401 1.311 2.470  0.1288
H4 0.975 0.569 -2.159  0.1232
H5 0.651 -0.574 2.050  0.1614
H6 -3.063 1.238 1.178  0.0914
H7 -3.961 1.234 -0.233  0.1004
H8 -1.627 1.500 -1.563  0.1305
H9 -1.163 2.033 -0.167  0.1167
H10 -3.656 -1.182 1.013  0.1297
H11 -3.698 -1.002 -0.818  0.1566
H12 -0.873 -0.564 -1.541  0.1423
H13 3.193 -1.133 -0.814  0.1055
H14 2.817 -2.817 -0.556  0.1184
H15 0.007 0.858 1.472  0.0954
H16 -1.355 -2.170 0.026  0.1760
H17 -1.364 -0.881 1.240  0.2038

***

No. 2
C11H17N2O3Re as an isolated structure at a distorted geometry, computed with ωB97M-V with the def2-TZVPD basis set.

Values from the calculation:
- HOMO (spin up / spin down) (eV) = -21.284 / -21.228
- net charge = +3
- electronic energy (Ha) = -841.6936
- frontier orbital gap (spin up / spin down) (Ha) = 0.268 / 0.275
- energy above the lowest of the compared OMol25 structures with the same formula, charge and spin (eV) = 0.000
- spin multiplicity = 2
- LUMO energy (spin up / spin down) (eV) = -13.98 / -13.76

Each line ends with the Löwdin charge.
Element x y z (Å)
Re1 -0.003 0.769 0.067  1.7778
N1 1.650 1.028 -1.269  -0.0750
C1 2.567 2.181 -0.859  -0.1476
C2 1.931 3.558 -1.016  -0.0376
C3 0.665 3.802 -0.231  -0.3790
O1 0.092 4.779 0.000  0.3085
O2 0.095 2.517 0.219  -0.2273
H1 2.248 0.200 -1.319  0.1291
H2 1.341 1.161 -2.235  0.1373
H3 3.457 2.122 -1.484  0.1506
H4 2.887 2.009 0.170  0.1364
H5 1.670 3.786 -2.055  0.1638
H6 2.635 4.313 -0.656  0.1700
O3 -1.652 0.897 1.320  -0.2010
C4 -2.561 -0.251 1.561  -0.0922
C5 -2.977 -0.725 0.183  -0.1085
C6 -1.772 -0.993 -0.731  -0.1144
C7 -0.685 -1.890 -0.173  -0.2504
C8 -0.688 -3.258 -0.171  0.0699
C9 0.392 -3.920 0.427  0.0928
C10 1.446 -3.188 0.996  0.0398
C11 1.408 -1.821 0.944  -0.0347
N2 0.352 -1.173 0.364  -0.1423
H7 -1.921 1.713 1.773  0.1628
H8 -3.374 0.115 2.183  0.1608
H9 -1.986 -0.992 2.116  0.1394
H10 -3.648 -0.001 -0.281  0.1501
H11 -3.538 -1.660 0.275  0.1597
H12 -1.291 0.025 -1.093  0.0851
H13 -2.123 -1.394 -1.686  0.1688
H14 -1.503 -3.811 -0.621  0.1585
H15 0.414 -5.004 0.447  0.1560
H16 2.281 -3.690 1.466  0.1503
H17 2.189 -1.202 1.370  0.1424

***

Calculated M, 193.3 411.5 g/mol (same order as the records).